# 1
{"formula": "C45H48NO10STeZr", "method": "wB97M-V/def2-TZVPD", "species": ["Zr", "O", "C", "O", "C", "C", "C", "C", "C", "O", "C", "C", "O", "O", "H", "H", "H", "H", "H", "H", "H", "H", "O", "C", "O", "C", "C", "C", "C", "C", "C", "S", "H", "H", "H", "H", "C", "C", "O", "N", "Te", "C", "C", "C", "C", "C", "C", "C", "C", "C", "C", "C", "C", "C", "C", "C", "C", "C", "C", "H", "H", "H", "H", "H", "H", "H", "H", "H", "H", "H", "H", "H", "H", "H", "H", "H", "H", "H", "H", "H", "H", "H", "H", "H", "C", "C", "C", "C", "C", "C", "C", "C", "C", "C", "O", "O", "H", "H", "H", "H", "H", "H", "H", "H", "H", "H", "H"], "xyz": [[1.196, 0.520, 0.845], [2.919, 2.187, 4.013], [2.013, 1.448, 3.662], [1.189, 1.655, 2.693], [1.736, 0.140, 4.424], [0.312, -0.336, 4.153], [-0.050, -1.508, 5.079], [0.678, -2.689, 4.392], [1.440, -1.953, 3.293], [0.480, -0.974, 2.872], [2.560, -1.078, 3.895], [3.557, -0.760, 2.787], [4.717, -1.136, 2.856], [3.040, -0.137, 1.782], [1.941, 0.311, 5.483], [-0.428, 0.454, 4.049], [0.316, -1.322, 6.091], [-1.127, -1.668, 5.135], [1.332, -3.253, 5.056], [-0.037, -3.375, 3.936], [1.733, -2.547, 2.430], [3.083, -1.597, 4.699], [-1.959, 2.558, 2.067], [-1.490, 2.113, 1.034], [-0.824, 0.999, 0.957], [-1.744, 2.778, -0.303], [-2.723, 3.774, -0.284], [-3.136, 4.428, -1.428], [-2.544, 4.077, -2.638], [-1.563, 3.110, -2.672], [-1.122, 2.430, -1.519], [0.152, 1.245, -1.794], [-3.155, 4.005, 0.682], [-3.908, 5.186, -1.384], [-2.846, 4.562, -3.560], [-1.099, 2.846, -3.614], [2.830, -2.648, -0.195], [1.331, -2.498, -0.439], [0.748, -3.398, -1.085], [0.729, -1.434, 0.078], [-1.250, -1.375, -1.354], [-3.017, -0.408, -2.176], [-4.097, 0.041, -1.418], [-4.129, -0.107, 0.071], [-5.168, 0.673, -2.050], [-5.183, 0.887, -3.416], [-6.334, 1.595, -4.078], [-4.085, 0.467, -4.154], [-2.996, -0.162, -3.561], [-1.829, -0.519, -4.441], [-2.291, -3.040, -0.461], [-2.599, -4.099, -1.328], [-2.301, -4.045, -2.797], [-3.171, -5.262, -0.819], [-3.424, -5.416, 0.536], [-4.004, -6.696, 1.077], [-3.099, -4.369, 1.378], [-2.541, -3.179, 0.905], [-2.257, -2.113, 1.919], [3.263, -3.169, -1.050], [2.980, -3.285, 0.682], [3.344, -1.708, -0.012], [-3.146, 0.078, 0.504], [-4.428, -1.118, 0.359], [-4.835, 0.598, 0.512], [-5.996, 1.027, -1.444], [-7.095, 1.869, -3.346], [-6.810, 0.971, -4.839], [-6.002, 2.512, -4.571], [-4.056, 0.658, -5.223], [-1.985, -0.110, -5.441], [-1.698, -1.600, -4.532], [-0.897, -0.114, -4.045], [-1.225, -3.952, -2.957], [-2.788, -3.194, -3.278], [-2.656, -4.956, -3.284], [-3.405, -6.073, -1.502], [-4.417, -7.309, 0.273], [-4.802, -6.501, 1.797], [-3.244, -7.292, 1.588], [-3.278, -4.465, 2.445], [-1.836, -2.564, 2.817], [-3.184, -1.612, 2.210], [-1.562, -1.358, 1.570], [8.135, 4.739, -0.735], [6.817, 4.021, -0.638], [6.640, 2.776, -1.216], [5.440, 2.076, -1.111], [5.389, 0.711, -1.741], [4.371, 2.666, -0.415], [4.538, 3.922, 0.203], [3.491, 4.596, 1.049], [5.761, 4.572, 0.068], [3.065, 1.942, -0.295], [2.928, 0.752, -0.686], [2.080, 2.491, 0.286], [8.767, 4.299, -1.507], [8.680, 4.683, 0.211], [8.000, 5.796, -0.969], [7.461, 2.320, -1.760], [6.344, 0.509, -2.229], [4.585, 0.626, -2.470], [5.199, -0.054, -0.990], [2.581, 4.796, 0.487], [3.898, 5.536, 1.428], [3.200, 3.963, 1.889], [5.887, 5.538, 0.547]], "mulliken_charge": [-0.27, -0.81, -0.20, -0.56, -0.06, -0.36, -0.98, -0.84, -0.22, 0.52, 0.57, -0.43, -0.82, -0.37, 0.49, 0.80, 0.46, 0.29, 0.45, 0.29, -0.19, 0.49, -0.85, -0.11, 1.40, -0.07, -0.94, -0.62, -0.58, -0.81, 1.26, -0.33, 0.44, 0.35, 0.38, 0.41, -1.07, 0.26, -0.64, 1.34, 0.54, -0.12, 0.81, -1.19, -0.97, 0.93, -1.71, -1.03, 1.54, -1.68, 0.43, 0.63, -1.47, -1.11, 0.70, -1.53, -0.95, 1.33, -1.23, 0.50, 0.25, -0.17, -0.30, 0.24, 0.50, 0.25, 0.35, 0.34, 0.33, 0.29, 0.43, 0.18, 0.31, 0.27, 0.06, 0.42, 0.26, 0.35, 0.35, 0.29, 0.40, 0.32, 0.42, -0.48, -1.55, 0.69, -1.02, 0.84, -1.19, 0.03, 0.73, -1.18, -1.05, 1.90, -0.58, -0.70, 0.37, 0.28, 0.37, 0.23, 0.35, 0.22, 0.13, 0.20, 0.33, 0.16, 0.30], "orbital_gap_ev": [5.6, 6.2], "e_tot_ha": -3264.37179, "relative_energy_kcal_mol": 0.0, "homo_energy_ev": [-1.65, -2.25], "charge": -2, "multiplicity": 2}



# 2
{"formula": "C45H49Cl6N8O2V", "method": "wB97M-V/def2-TZVPD", "species": ["O", "V", "C", "C", "C", "O", "H", "H", "H", "H", "H", "H", "H", "N", "C", "C", "C", "C", "C", "H", "H", "H", "H", "H", "N", "C", "C", "C", "C", "C", "H", "H", "H", "H", "H", "N", "C", "C", "C", "C", "C", "H", "H", "H", "H", "H", "N", "C", "C", "C", "C", "C", "H", "H", "H", "H", "H", "N", "C", "C", "C", "C", "C", "H", "H", "H", "H", "H", "N", "C", "C", "C", "C", "C", "H", "H", "H", "H", "H", "N", "C", "C", "C", "C", "C", "H", "H", "H", "H", "H", "N", "C", "C", "C", "C", "C", "H", "H", "H", "H", "H", "C", "Cl", "Cl", "Cl", "H", "C", "Cl", "Cl", "Cl", "H"], "xyz": [[-8.310, 5.682, -20.015], [-8.871, 6.993, -20.683], [-5.261, 6.784, -22.945], [-5.762, 7.694, -21.840], [-5.313, 9.141, -21.999], [-7.106, 7.562, -21.563], [-5.493, 5.736, -22.773], [-4.189, 6.937, -23.095], [-5.710, 7.091, -23.904], [-5.197, 7.373, -20.933], [-5.776, 9.779, -21.250], [-5.475, 9.544, -23.007], [-4.227, 9.233, -21.882], [-8.437, 8.094, -18.788], [-7.196, 8.458, -18.453], [-6.877, 9.309, -17.416], [-7.908, 9.779, -16.616], [-9.207, 9.357, -16.877], [-9.398, 8.542, -17.972], [-6.408, 8.116, -19.118], [-5.889, 9.649, -17.170], [-7.723, 10.440, -15.779], [-10.031, 9.605, -16.226], [-10.402, 8.169, -18.167], [-9.924, 8.868, -21.396], [-9.468, 9.393, -22.518], [-10.147, 10.365, -23.228], [-11.384, 10.789, -22.746], [-11.884, 10.203, -21.600], [-11.110, 9.292, -20.926], [-8.534, 9.041, -22.939], [-9.750, 10.894, -24.084], [-11.916, 11.478, -23.392], [-12.887, 10.407, -21.247], [-11.464, 8.831, -20.013], [-4.464, 15.439, -24.520], [-4.617, 14.803, -25.687], [-4.598, 13.424, -25.799], [-4.354, 12.673, -24.661], [-4.171, 13.319, -23.458], [-4.207, 14.713, -23.446], [-4.824, 15.471, -26.513], [-4.713, 12.936, -26.758], [-4.275, 11.595, -24.728], [-4.006, 12.782, -22.531], [-4.094, 15.245, -22.505], [-4.247, 11.417, -18.772], [-3.611, 10.263, -18.590], [-2.950, 9.916, -17.423], [-3.095, 10.735, -16.316], [-3.862, 11.874, -16.450], [-4.349, 12.211, -17.709], [-3.551, 9.570, -19.424], [-2.450, 8.960, -17.349], [-2.699, 10.405, -15.364], [-4.034, 12.576, -15.645], [-4.791, 13.177, -17.919], [0.664, 7.041, -19.588], [0.831, 5.760, -19.310], [-0.142, 4.950, -18.739], [-1.409, 5.477, -18.664], [-1.661, 6.775, -19.056], [-0.562, 7.516, -19.472], [1.822, 5.363, -19.509], [0.077, 3.925, -18.484], [-2.240, 4.843, -18.372], [-2.653, 7.201, -19.093], [-0.718, 8.570, -19.692], [-3.386, 10.382, -26.992], [-3.161, 9.484, -26.038], [-1.967, 8.788, -25.973], [-0.954, 9.089, -26.858], [-1.160, 10.105, -27.769], [-2.406, 10.711, -27.815], [-4.004, 9.324, -25.373], [-1.873, 7.938, -25.304], [-0.054, 8.492, -26.925], [-0.423, 10.409, -28.501], [-2.706, 11.343, -28.642], [-9.335, 5.931, -22.539], [-10.553, 6.104, -23.089], [-10.980, 5.564, -24.277], [-10.125, 4.701, -24.953], [-8.854, 4.553, -24.425], [-8.495, 5.194, -23.264], [-11.188, 6.757, -22.495], [-12.002, 5.736, -24.585], [-10.411, 4.236, -25.886], [-8.132, 3.967, -24.978], [-7.468, 5.136, -22.929], [-8.846, 11.134, -26.591], [-9.662, 10.106, -26.812], [-9.376, 8.809, -26.436], [-8.261, 8.601, -25.652], [-7.388, 9.646, -25.396], [-7.719, 10.869, -25.948], [-10.613, 10.337, -27.280], [-10.033, 7.995, -26.711], [-8.010, 7.602, -25.306], [-6.497, 9.477, -24.810], [-6.976, 11.662, -25.944], [-4.517, 6.093, -27.072], [-3.878, 6.435, -28.669], [-3.796, 4.645, -26.373], [-6.282, 5.961, -27.070], [-4.296, 6.958, -26.461], [-7.156, 12.234, -20.400], [-7.264, 12.245, -22.155], [-8.651, 11.585, -19.707], [-6.887, 13.882, -19.791], [-6.290, 11.655, -20.096]], "mulliken_charge": [-0.38, 0.78, -1.45, 0.52, 1.03, 0.42, 0.45, 0.49, 0.04, -0.25, -0.98, -0.67, 0.56, 0.24, -0.63, -0.35, -0.32, -1.02, -0.23, 0.66, 0.30, 0.45, 0.46, 0.55, 1.05, 0.14, -0.47, -0.78, -0.91, -0.72, 0.23, 0.41, 0.49, 0.49, 0.35, -0.58, -0.51, -0.37, 0.49, -0.77, -0.30, 0.37, 0.44, 0.30, 0.55, 0.38, -0.02, 0.11, -0.31, -0.56, -0.61, -0.30, 0.17, 0.26, 0.40, 0.45, 0.34, -0.57, -0.27, -0.30, -0.56, -0.01, -0.24, 0.36, 0.39, 0.37, 0.42, 0.42, -0.25, -0.07, -0.82, -0.29, -0.59, -0.18, 0.63, 0.45, 0.39, 0.38, 0.42, 0.07, 0.06, -0.99, -0.32, -0.82, -0.27, 0.42, 0.47, 0.44, 0.50, 0.53, -0.58, -0.57, -0.55, -0.08, 0.66, -0.59, 0.37, 0.44, 0.41, 0.13, 0.31, 1.01, -0.12, -0.14, -0.09, -0.65, 1.30, -0.03, -0.09, -0.15, -1.01], "orbital_gap_ev": [7.5, 7.8], "e_tot_ha": -6037.63741, "relative_energy_kcal_mol": 12.2, "homo_energy_ev": [-10.96, -10.96], "charge": 1, "multiplicity": 2}